w:
C5H5NO | the ωB97M-V functional and the def2-TZVPD basis

Computed properties:
SMILES: C#CC(=O)[C@H]1CN1
Highest occupied orbital energy in eV: -10.075

CARTESIAN COORDINATES (ANGSTROEM)
1 O 0.1954 1.2374 1.4208
2 C -0.2391 0.7814 0.3814
3 C -0.5956 1.6250 -0.7512
4 C -0.8361 2.2694 -1.7399
5 C -0.3586 -0.6909 0.1599
6 C 0.9398 -1.4219 0.2465
7 N -0.0576 -1.5520 1.2883
8 H -1.0290 2.8613 -2.6084
9 H -1.1240 -1.0292 -0.5359
10 H 1.8302 -0.8256 0.4349
11 H 1.0900 -2.2983 -0.3773
12 H 0.1845 -0.9563 2.0809

x:
C5H5NO | the ωB97M-V functional and the def2-TZVPD basis

Computed properties:
SMILES: NC(=O)C=C1C=C1
Highest occupied orbital energy in eV: -8.646

CARTESIAN COORDINATES (ANGSTROEM)
1 C 0.8796 0.0199 0.4117
2 N 0.6923 1.4022 0.7044
3 C -1.2229 -0.4624 0.4457
4 C -1.6685 -1.0244 -0.6628
5 C -0.4597 -0.4981 -1.1974
6 C 0.7891 -0.2009 -1.1539
7 O 1.5576 -0.7608 1.0733
8 H 1.2950 2.0197 0.1763
9 H 0.7087 1.5633 1.7050
10 H -1.6540 -0.2333 1.4082
11 H -2.5444 -1.4753 -1.0977
12 H 1.6272 -0.3498 -1.8127

It is x that is the least stable of them.

w:
C5H9N3 | the ωB97M-V functional and the def2-TZVPD basis

Computed properties:
SMILES: C[NH+]=C=CN(C)C#[NH+]
Highest occupied orbital energy in eV: -19.223
Net charge: +2

CARTESIAN COORDINATES (ANGSTROEM)
1 C -0.6091 -0.3180 -0.3462
2 C 0.3242 0.4865 -0.7490
3 C 0.3463 -1.6750 1.3921
4 C -1.7814 -2.2978 0.6602
5 C 1.3347 2.6138 -0.7780
6 N -0.6120 -1.4410 0.6108
7 N 1.3108 -2.0009 1.9618
8 N 1.1500 1.2891 -1.2562
9 H -1.6109 -0.1273 -0.5511
10 H -2.5079 -1.9070 1.5409
11 H -1.5579 -3.2631 0.8998
12 H -2.3285 -2.3524 -0.1818
13 H 2.1978 2.6038 -0.2269
14 H 1.3889 3.4393 -1.6397
15 H 0.5747 2.9570 -0.1939
16 H 2.2276 -2.2551 2.2886
17 H 1.4873 1.0390 -2.1388

x:
C5H9N3 | the ωB97M-V functional and the def2-TZVPD basis

Computed properties:
Highest occupied orbital energy (alpha / beta) in eV: -19.588 / -19.680
Net charge: +2

CARTESIAN COORDINATES (ANGSTROEM)
1 C 0.4211 -1.9507 0.0623
2 C -0.4101 -0.6842 -0.0882
3 C 1.6465 0.4326 -0.1271
4 C 2.8409 1.2259 -0.1347
5 C -2.7092 0.4274 0.1471
6 N 1.6213 -1.8395 0.2977
7 N 0.3434 0.5566 -0.0980
8 N -1.7078 -0.6603 0.0369
9 H 0.0084 -2.9846 -0.0143
10 H 3.5948 0.8225 -0.9294
11 H 3.1876 0.7374 0.8275
12 H 2.8225 2.2615 -0.2851
13 H -3.5701 0.1290 -0.6465
14 H -3.2286 0.2890 1.2060
15 H -2.4323 1.4571 0.1833
16 H -0.2711 1.3594 -0.3078
17 H -2.1576 -1.5791 -0.1296

It is x that is the least stable of them.

w:
CH3NOS | the ωB97M-V functional and the def2-TZVPD basis

Computed properties:
Highest occupied orbital energy (alpha / beta) in eV: -9.142 / -9.506

CARTESIAN COORDINATES (ANGSTROEM)
1 C -0.3013 -0.6925 -0.8770
2 N -0.3111 -0.7222 0.3877
3 O -0.4800 1.8802 0.6211
4 S -0.1265 0.6582 1.3205
5 H -0.6897 -1.4873 -1.4416
6 H 0.0209 0.2559 -1.3531
7 H 1.8878 0.1077 1.3424

x:
CH3NOS | the ωB97M-V functional and the def2-TZVPD basis

Computed properties:
Highest occupied orbital energy (alpha / beta) in eV: -9.349 / -9.215

CARTESIAN COORDINATES (ANGSTROEM)
1 C -0.5389 0.7002 0.0781
2 N 0.4705 -0.1196 0.3078
3 O 1.1725 -0.6346 -0.6774
4 S -1.2741 1.4136 1.3797
5 H -0.9543 0.9151 -0.9668
6 H 0.9351 -0.2202 1.2116
7 H 0.1891 -2.0546 -1.3330

y:
CH3NOS | the ωB97M-V functional and the def2-TZVPD basis

Computed properties:
SMILES: SN1CO1
Highest occupied orbital energy in eV: -8.881

CARTESIAN COORDINATES (ANGSTROEM)
1 C -0.0480 1.0470 -0.1534
2 N 0.7063 -0.5293 -0.5772
3 O -0.6149 0.0936 -0.9348
4 S 0.7164 -1.7814 0.6298
5 H -0.3925 1.2336 0.8292
6 H 0.2025 2.0195 -0.5898
7 H -0.5699 -2.0829 0.7961

It is x that is the least stable of them.

w:
HNO4S | the ωB97M-V functional and the def2-TZVPD basis

Computed properties:
Highest occupied orbital energy in eV: -11.965

CARTESIAN COORDINATES (ANGSTROEM)
1 N 0.5459 0.8175 -0.0958
2 O -2.6631 0.6365 -0.9377
3 O -1.6160 -0.9014 0.5936
4 O -0.2876 1.4913 0.4696
5 O 1.6731 1.0794 -0.4385
6 S -2.5368 0.2144 0.4325
7 H 0.1261 -0.0944 -0.4496

x:
HNO4S | the ωB97M-V functional and the def2-TZVPD basis

Computed properties:
Highest occupied orbital energy (alpha / beta) in eV: -9.533 / -8.706

CARTESIAN COORDINATES (ANGSTROEM)
1 N 0.7666 -1.1726 3.8697
2 O 0.3054 -0.1214 3.8925
3 O -1.3153 0.7577 2.6015
4 O -0.0913 0.8844 -0.4636
5 O 0.6191 0.8881 0.7453
6 S -0.3075 1.6500 2.0291
7 H -0.7161 0.0416 -0.4770

It is x that is the least stable of them.

w:
C5H8N2S | the ωB97M-V functional and the def2-TZVPD basis

Computed properties:
SMILES: [H]/N=C(/N)CC(=C)C=S
Highest occupied orbital energy in eV: -8.752

CARTESIAN COORDINATES (ANGSTROEM)
1 C 0.7853 0.8508 -1.4053
2 C 0.8210 -0.5187 -0.9481
3 C 0.4667 -0.7400 0.4472
4 C 1.0931 -1.6142 1.2880
5 C -0.9748 -0.3840 0.5644
6 H 2.2602 2.6102 -1.5871
7 H 2.1621 1.4087 -0.0895
8 H -0.8039 0.8376 -2.6641
9 H 0.0270 -0.8621 -1.6288
10 H 1.6794 -1.0933 -1.3647
11 H 0.5407 -1.8786 2.3205
12 H 1.9353 -2.1750 0.8620
13 H -1.4313 0.1790 -0.3213
14 N 1.9179 1.5452 -1.0204
15 N 0.1069 1.2674 -2.3847
16 S -2.1057 -0.2674 1.7894

x:
C5H8N2S | the ωB97M-V functional and the def2-TZVPD basis

Computed properties:
SMILES: N[C@H]1[C@@H]2CC(=S)N[C@H]12
Highest occupied orbital energy in eV: -8.335

CARTESIAN COORDINATES (ANGSTROEM)
1 C -0.2686 1.0883 -0.2411
2 C 0.4537 -0.0985 -0.8615
3 C -0.1482 -1.5413 -0.7323
4 C -0.2620 -1.7293 0.7998
5 C 0.8919 0.3208 0.4742
6 H -0.7525 2.7418 -1.3692
7 H -0.2590 3.1309 0.0914
8 H -1.2884 0.9520 0.3089
9 H 1.0020 0.1817 -1.7445
10 H -1.2116 -1.6121 -1.0971
11 H 0.2356 -2.4553 -1.1631
12 H 0.3487 -0.5522 2.3427
13 H 1.8028 0.7436 0.8122
14 N -0.1244 2.4788 -0.6291
15 N 0.5165 -0.7321 1.3125
16 S -0.9364 -2.9171 1.6962

y:
C5H8N2S | the ωB97M-V functional and the def2-TZVPD basis

Computed properties:
SMILES: S[C@@]12C=NN[C@@H]1CC2
Highest occupied orbital energy in eV: -8.722

CARTESIAN COORDINATES (ANGSTROEM)
1 C -0.6658 -0.2805 0.1553
2 C -0.4597 1.1550 0.7244
3 C 0.8563 1.2489 -0.0899
4 C 0.4777 -0.0504 -0.8644
5 C -0.0344 -1.3951 0.9533
6 H -2.7188 0.3842 -0.8026
7 H -1.2405 1.8408 0.3869
8 H -0.3823 1.2230 1.7981
9 H 0.9784 2.1451 -0.6922
10 H 1.7391 1.0810 0.5152
11 H 0.1880 0.0916 -1.8948
12 H 1.5816 -1.7541 -1.4800
13 H -0.4288 -1.8479 1.8420
14 N 1.4194 -1.1407 -0.6639
15 N 1.0241 -1.8993 0.4340
16 S -2.3340 -0.8016 -0.3216

It is w that is the least stable of them.

w:
CH10N2O2 | the ωB97M-V functional and the def2-TZVPD basis

Computed properties:
SMILES: NCN.O.O
Highest occupied orbital energy in eV: -9.506

CARTESIAN COORDINATES (ANGSTROEM)
1 N -2.2559 0.6141 -2.8440
2 C -1.3423 0.3114 -1.7152
3 N 0.1506 -0.1295 -2.1523
4 H -2.9388 1.1676 -2.3881
5 H -2.8087 -0.2797 -3.2668
6 H -1.7392 -0.6466 -1.1986
7 H -1.2715 1.0713 -0.8676
8 H 0.0472 -1.1347 -2.6765
9 H 0.2417 0.4638 -2.9827
10 H -0.5973 -0.5801 3.6390
11 H -1.4380 -0.1232 2.3892
12 O -1.0254 -0.8725 2.7984
13 H 5.6721 0.3403 3.4156
14 H 4.1941 0.0334 3.9562
15 O 5.1115 -0.2356 3.8934

x:
CH10N2O2 | the ωB97M-V functional and the def2-TZVPD basis

Computed properties:
SMILES: NCN.O.O
Highest occupied orbital energy in eV: -9.637

CARTESIAN COORDINATES (ANGSTROEM)
1 N 0.8581 1.8465 -2.5864
2 C 0.3293 1.6733 -1.2588
3 N -0.4211 0.4437 -1.0829
4 H 0.1601 2.0404 -3.2857
5 H 1.6633 2.4455 -2.6296
6 H -0.3509 2.4609 -0.9041
7 H 1.1850 1.6804 -0.5740
8 H 0.1607 -0.3883 -1.1980
9 H -1.1257 0.3759 -1.8087
10 H -0.9108 1.3747 2.0044
11 H -1.0186 0.4464 0.7999
12 O -1.3338 0.5521 1.7206
13 H 0.5675 -5.6334 3.2761
14 H -0.3443 -4.5256 3.7829
15 O 0.5811 -4.7925 3.7445

It is w that is the least stable of them.